*w*
# C5H7P

C5H7P in the gas phase (the ωB97M-V functional and the def2-TZVPD basis, the OMol25 dataset).

Calculated values
HOMO ... -8.7 eV
SMILES ... C[C@@H]1C=CP=C1
Net charge ... 0
Gap between HOMO and LUMO ... 8.90 eV

CARTESIAN COORDINATES (ANGSTROEM)
C -1.457 -0.473 -0.518
C -0.260 -0.319 0.440
C 0.185 1.089 0.179
C 1.494 1.272 -0.015
P 2.329 -0.335 -0.249
C 0.930 -1.205 0.146
H -2.230 -0.312 0.192
H -1.484 -1.462 -0.960
H -1.286 0.220 -1.250
H -0.520 -0.580 1.559
H -0.328 2.045 0.305
H 1.732 2.301 -0.284
H 0.895 -2.242 0.456


*x*
# C5H7P

C5H7P in the gas phase (the ωB97M-V functional and the def2-TZVPD basis, the OMol25 dataset).

Calculated values
HOMO ... -8.3 eV
SMILES ... CC1=CCP=C1
Net charge ... 0
Gap between HOMO and LUMO ... 8.52 eV

CARTESIAN COORDINATES (ANGSTROEM)
C 1.779 0.795 -0.065
C 0.345 0.352 0.010
C -0.019 -0.951 -0.131
C -1.519 -1.242 -0.179
P -2.385 0.407 0.050
C -0.902 1.270 0.305
H 2.390 -0.056 -0.300
H 2.008 1.014 0.948
H 1.987 1.676 -0.679
H 0.808 -1.787 -0.048
H -1.800 -1.997 -0.909
H -1.868 -1.788 0.720
H -0.822 2.306 0.279


Relative energies, in kcal/mol, with the most stable structure set to zero: *w* 9.6; *x* 0.0.


*w*
# C3H8OS

A molecular structure, C3H8OS (the ωB97M-V functional and the def2-TZVPD basis, the OMol25 dataset).

Calculated values
HOMO ... -9.9 eV
Net charge ... 0
Gap between HOMO and LUMO ... 9.51 eV

CARTESIAN COORDINATES (ANGSTROEM)
C 2.071 -0.841 0.078
C -2.099 -0.199 -0.691
C -1.971 -0.156 0.626
O 2.868 1.189 -1.288
S 2.657 -0.294 -1.321
H 2.063 -0.400 1.024
H 1.781 -1.889 0.251
H 0.595 1.759 0.672
H -1.429 0.457 -1.358
H -2.739 -0.859 -1.053
H -1.211 0.320 1.151
H -2.407 -0.902 1.181
H -0.178 1.816 0.727


*x*
# C3H8OS

2 unconnected molecules or ions with the total composition C3H8OS (the ωB97M-V functional and the def2-TZVPD basis, the OMol25 dataset).

Calculated values
HOMO (spin up / spin down) ... -10.0 / -7.2 eV
Net charge ... 0
Gap between HOMO and LUMO (spin up / spin down) ... 10.29 / 6.06 eV

CARTESIAN COORDINATES (ANGSTROEM)
C 0.176 -1.498 0.360
C -0.515 1.041 0.329
C 0.558 -0.084 0.132
O -1.798 0.705 -0.139
S 2.267 0.364 -0.047
H -0.841 -1.453 0.498
H 0.413 -1.999 -0.439
H 0.692 -1.742 1.351
H -0.090 1.987 -0.126
H -0.549 1.123 1.363
H -0.718 -0.495 -2.128
H -1.870 0.408 -1.027
H 2.274 1.642 -0.126


*y*
# C3H8OS

C3H8OS in the gas phase (the ωB97M-V functional and the def2-TZVPD basis, the OMol25 dataset).

Calculated values
HOMO ... -8.8 eV
SMILES ... COCSC
Net charge ... 0
Gap between HOMO and LUMO ... 9.76 eV

CARTESIAN COORDINATES (ANGSTROEM)
C -1.960 0.021 -0.225
O -0.748 -0.541 -0.667
C 0.118 -1.048 0.254
S 1.829 -0.908 -0.377
C 1.930 0.871 -0.102
H -2.829 0.018 -0.928
H -1.728 1.088 0.056
H -2.266 -0.396 0.686
H 0.042 -0.667 1.300
H -0.019 -2.177 0.328
H 0.883 1.235 0.018
H 2.558 1.193 0.702
H 2.189 1.310 -1.044


Relative energies, in kcal/mol, with the most stable structure set to zero: *w* 65.0; *x* 92.3; *y* 0.0.


*w*
# C3H8OS

2 unconnected molecules or ions with the total composition C3H8OS (the ωB97M-V functional and the def2-TZVPD basis, the OMol25 dataset).

Calculated values
HOMO ... -8.8 eV
SMILES ... C=CO.CS
Net charge ... 0
Gap between HOMO and LUMO ... 9.61 eV

CARTESIAN COORDINATES (ANGSTROEM)
C -1.702 -0.647 -0.328
C -0.852 -1.598 0.091
O -0.567 -1.605 1.441
H -2.244 -0.070 0.412
H -1.638 -0.265 -1.344
H -0.233 -2.197 -0.565
H -0.266 -2.533 1.554
C 1.218 1.311 -0.703
S 1.842 1.413 0.977
H 0.211 1.712 -0.695
H 1.125 0.331 -1.153
H 1.993 1.791 -1.294
H 1.113 2.357 1.607


*x*
# C3H8OS

A molecular structure, C3H8OS (the ωB97M-V functional and the def2-TZVPD basis, the OMol25 dataset).

Calculated values
HOMO ... -8.0 eV
Net charge ... 0
Gap between HOMO and LUMO ... 8.46 eV

CARTESIAN COORDINATES (ANGSTROEM)
C 1.133 0.335 0.095
C 1.253 1.574 0.867
C -1.792 -0.646 0.031
O -0.001 -1.064 1.998
S -0.039 -0.732 0.574
H 0.587 0.323 -1.139
H 0.736 2.334 0.293
H 0.722 1.410 1.808
H 2.241 2.005 0.850
H -1.860 -0.312 -0.995
H -2.218 -1.578 0.237
H -2.398 0.160 0.459
H 0.204 -1.797 -0.276


*y*
# C3H8OS

C3H8OS in the gas phase (the ωB97M-V functional and the def2-TZVPD basis, the OMol25 dataset).

Calculated values
HOMO ... -8.8 eV
SMILES ... OCCCS
Net charge ... 0
Gap between HOMO and LUMO ... 9.61 eV

CARTESIAN COORDINATES (ANGSTROEM)
O 1.206 0.199 1.603
C 0.044 -0.535 1.252
C -0.266 -0.629 -0.270
C -0.641 0.620 -1.099
S 0.721 1.470 -1.920
H 0.832 0.771 2.275
H 0.174 -1.641 1.472
H -0.867 -0.164 1.758
H 0.581 -1.170 -0.769
H -1.197 -1.221 -0.304
H -1.253 1.332 -0.559
H -1.189 0.189 -1.932
H 1.856 0.779 -1.506


Relative energies, in kcal/mol, with the most stable structure set to zero: *w* 20.3; *x* 91.9; *y* 0.0.


*w*
# C9H11NO

A molecular structure, C9H11NO (the ωB97M-V functional and the def2-TZVPD basis, the OMol25 dataset).

Calculated values
HOMO ... -8.1 eV
Net charge ... 0
Gap between HOMO and LUMO ... 8.65 eV

CARTESIAN COORDINATES (ANGSTROEM)
C 4.027 0.448 -0.050
C 2.681 -0.155 0.012
C 0.197 0.343 0.071
C -0.724 1.441 0.006
C -2.071 1.212 0.020
C -2.612 -0.137 -0.012
C -4.160 -0.374 -0.027
C -1.607 -1.040 -0.016
C -0.363 -1.005 0.055
H 3.918 1.608 -0.149
H 4.496 0.390 1.270
H 4.798 -0.123 -0.801
H 1.355 1.509 -0.132
H -0.348 2.486 -0.084
H -2.830 1.959 -0.053
H -4.532 -1.466 0.188
H -4.670 0.543 0.567
H -4.547 -0.373 -0.842
H -1.942 -2.157 -0.007
H 0.323 -1.760 0.337
N 1.542 0.699 -0.040
O 2.620 -1.488 -0.046


*x*
# C9H11NO

C9H11NO in the gas phase (the ωB97M-V functional and the def2-TZVPD basis, the OMol25 dataset).

Calculated values
HOMO ... -9.2 eV
SMILES ... CN(C)C(=O)c1ccccc1
Net charge ... 0
Gap between HOMO and LUMO ... 9.80 eV

CARTESIAN COORDINATES (ANGSTROEM)
C 1.887 -1.127 0.814
N 1.816 -0.166 -0.265
C 3.069 0.241 -0.535
C 0.826 0.872 -0.185
O 1.140 1.972 -0.082
C -0.657 0.434 -0.085
C -1.027 -0.842 -0.447
C -2.382 -1.249 -0.353
C -3.332 -0.218 -0.111
C -2.905 1.142 0.207
C -1.555 1.398 0.136
H 0.831 -1.394 1.300
H 2.501 -0.727 1.902
H 2.381 -2.113 0.434
H 3.596 -0.493 -0.818
H 3.713 0.772 0.113
H 2.953 1.032 -1.417
H -0.405 -1.575 -0.722
H -2.791 -2.193 -0.689
H -4.539 -0.344 -0.158
H -3.764 2.150 0.372
H -1.356 2.430 0.591


Relative energies, in kcal/mol, with the most stable structure set to zero: *w* 44.2; *x* 0.0.